Entry 1:
{"formula": "C3H9BNO2", "method": "wB97M-V/def2-TZVPD", "elements": ["O", "O", "N", "C", "C", "C", "B", "H", "H", "H", "H", "H", "H", "H", "H", "H"], "positions_angstrom": [[-1.189134, -1.124821, 0.169049], [0.930247, -1.868426, -0.341362], [2.388251, 0.366255, 0.149818], [-2.277385, -0.295370, 0.283332], [0.864479, 0.601020, 0.212767], [-2.496708, 0.861914, -0.306525], [0.115617, -0.851964, 0.029767], [0.747654, 1.163280, 1.122154], [-3.065370, -0.892820, 0.652638], [0.658661, 1.117258, -0.783492], [2.547345, -0.581534, -0.315517], [3.006064, 1.118481, -0.191397], [2.616764, 0.199559, 1.190335], [-1.910258, 1.495075, -0.982669], [0.516786, -2.537044, -0.827464], [-3.453019, 1.229133, -0.061430]], "atomic_forces_ev_per_a": [[0.566, 0.301, -0.249], [1.816, 1.950, 0.725], [0.115, -2.133, 2.348], [0.432, -0.278, -1.215], [0.609, -0.539, -2.398], [0.564, 0.317, -0.063], [-0.028, 0.571, 0.477], [-0.801, 0.516, -0.116], [-0.856, -0.024, 1.023], [-0.166, -0.031, 1.689], [0.019, 1.421, 0.338], [-0.571, -0.379, -0.056], [0.225, 0.265, -2.061], [0.179, -0.577, 0.537], [-1.046, -1.978, -0.923], [-1.056, 0.599, -0.056]], "nbo_charge": [-0.6770, -0.9007, -0.7069, 0.1318, -0.5418, -0.4644, 1.1040, 0.2538, 0.2053, 0.2556, 0.4748, 0.4506, 0.4457, 0.2135, 0.5238, 0.2317], "homo_ev": -13.23, "multiplicity": 1, "fmax_ev_per_a": 3.17, "homo_lumo_gap_ev": 9.47, "charge": 1, "e_above_lowest_kcal_mol": 9.7, "lumo_ev": -3.763, "smiles": "C=COB(O)C[NH3+]"}

Entry 2:
{"formula": "C3H9BOS", "method": "wB97M-V/def2-TZVPD", "elements": ["S", "O", "C", "C", "C", "B", "H", "H", "H", "H", "H", "H", "H", "H", "H"], "positions_angstrom": [[-0.657119, 0.540822, 1.415039], [1.855390, 0.448968, 0.261654], [0.055420, -1.633054, -1.794954], [2.455161, 1.497761, 1.070071], [-1.973243, -0.643684, 1.017079], [0.633084, 0.025722, 0.306724], [-2.820270, -0.113707, 0.765496], [1.067571, -2.054376, -1.560863], [3.099771, 2.229487, 0.552413], [-0.773593, -2.062482, -1.315554], [-2.118348, -1.181778, 1.907080], [1.803884, 1.966813, 1.699565], [-1.621039, -1.286874, 0.262685], [3.106359, 0.947628, 1.686937], [-0.091304, -0.771807, -2.415325]], "atomic_forces_ev_per_a": [[-0.092, 0.090, 0.055], [1.657, 1.484, -0.546], [2.529, 1.510, 2.661], [1.716, -1.474, -1.453], [1.701, 0.382, 0.824], [-1.484, -1.414, -1.618], [-1.859, 0.991, -0.709], [-1.190, 0.370, -0.778], [-0.790, -0.552, -0.541], [-0.918, -0.773, 0.128], [-0.460, -0.849, 1.091], [-2.220, 1.348, 1.309], [0.219, -0.603, -0.952], [1.052, -0.524, 0.972], [0.139, 0.014, -0.442]], "nbo_charge": [-0.0543, -0.7383, -0.7483, -0.2425, -0.6851, 0.6655, 0.2147, 0.2068, 0.1989, 0.1667, 0.2144, 0.1833, 0.2340, 0.1897, 0.1946], "homo_ev": [-7.65, -7.19], "multiplicity": 1, "fmax_ev_per_a": 3.97, "homo_lumo_gap_ev": [8.00, 7.64], "charge": 0, "e_above_lowest_kcal_mol": 88.5, "lumo_ev": [0.351, 0.451]}

Entry 3:
{"formula": "C3H9BeBrO4P", "method": "wB97M-V/def2-TZVPD", "elements": ["Br", "P", "O", "O", "O", "O", "C", "C", "C", "Be", "H", "H", "H", "H", "H", "H", "H", "H", "H"], "positions_angstrom": [[2.697600, 3.273819, -0.834956], [-0.530709, 0.198451, 0.504970], [-1.462723, 0.046767, -0.833540], [-1.495214, -0.465506, 1.636372], [0.616436, -0.937402, 0.258147], [0.056260, 1.491054, 0.914027], [-0.976433, 0.509340, -2.144168], [2.006117, -0.430391, -0.175357], [-1.486325, -1.832196, 1.839763], [0.752868, 3.861139, 1.357082], [-1.207712, -0.310378, -2.824366], [1.989562, -0.169563, -1.233565], [-2.077890, -2.347000, 1.082711], [-0.514192, -2.306445, 1.974485], [2.771953, -1.098169, 0.219198], [-2.127027, -1.999001, 2.705658], [0.111965, 0.512826, -2.203276], [-1.399403, 1.458083, -2.474435], [2.274866, 0.544571, 0.231252]], "atomic_forces_ev_per_a": [[-1.191, 0.397, 1.342], [0.070, -2.135, -0.409], [1.031, 1.327, 0.940], [1.674, 2.448, -1.680], [1.105, 1.924, -0.262], [-0.745, 0.459, -0.263], [0.437, -1.270, 0.218], [-1.089, 0.669, 0.707], [-1.517, -2.042, 0.586], [1.015, -1.286, -1.638], [-0.566, 0.242, -0.066], [0.112, -1.019, -0.115], [0.435, -0.050, -0.584], [-0.009, 0.344, -0.079], [-0.492, -0.483, -0.612], [0.430, 0.051, 0.437], [0.048, 0.535, 0.443], [-0.075, -0.158, 0.421], [-0.674, 0.048, 0.615]], "mulliken_spin": [0.1721, 0.0038, 0.0022, 0.0071, 0.0031, 0.0820, 0.0004, 0.0002, 0.0001, 0.7290, 0.0000, 0.0007, 0.0000, 0.0001, 0.0001, 0.0000, -0.0001, 0.0001, -0.0007], "homo_ev": [-8.42, -8.85], "multiplicity": 2, "fmax_ev_per_a": 3.41, "homo_lumo_gap_ev": [8.20, 6.52], "charge": 0, "lumo_ev": [-0.220, -2.328]}

Entry 4:
{"formula": "C3H9BrN", "method": "wB97M-V/def2-TZVPD", "elements": ["Br", "N", "C", "C", "C", "H", "H", "H", "H", "H", "H", "H", "H", "H"], "positions_angstrom": [[-2.197574, -0.420514, 0.350252], [0.385148, 0.387871, 0.456760], [0.144753, 1.897481, 0.317018], [-0.442986, -0.548691, -0.344707], [0.083365, -1.985692, -0.334379], [0.365067, 0.103328, 1.395574], [-0.061862, 0.480677, -1.711260], [-0.317948, -2.477903, 0.592161], [1.334959, 0.222932, 0.141277], [1.108181, -1.870031, -0.754679], [0.935598, 2.315216, -0.419052], [-0.994098, 1.919614, 0.099599], [-0.665743, -2.479071, -1.029526], [0.323140, 2.454783, 1.240961]], "atomic_forces_ev_per_a": [[-0.371, 0.084, -0.405], [1.356, 1.015, -0.773], [-0.867, -0.032, -0.951], [0.678, 2.629, -2.476], [-2.460, 1.160, -1.447], [-0.174, -0.378, 2.105], [-1.453, -3.016, 2.574], [1.721, 0.427, -0.213], [0.402, -0.087, 0.057], [-0.519, -1.340, 0.819], [-1.952, -0.814, 0.715], [2.190, 0.678, -0.208], [1.476, 0.322, 0.035], [-0.027, -0.648, 0.169]], "nbo_charge": [0.1571, -0.5700, -0.4508, -0.0530, -0.7275, 0.4233, 0.1978, 0.2763, 0.4322, 0.2539, 0.2584, 0.2623, 0.2833, 0.2566], "homo_ev": -14.83, "multiplicity": 1, "fmax_ev_per_a": 4.22, "homo_lumo_gap_ev": 10.25, "charge": 1, "e_above_lowest_kcal_mol": 92.1, "lumo_ev": -4.577}

no.,E_tot (eV)
1,-9513.1521
2,-16813.4782
3,-91179.2330
4,-74779.0147